# 1
{"formula": "C9H6FN3", "method": "ωB97M-V/def2-TZVPD", "homo_lumo_gap_ev": 6.879, "de_lowest_ev": 1.131, "smiles": "[H]/N=C1/C=CC=C/C1=N\\C(F)=C/C#N", "elements": ["H", "N", "C", "C", "C", "C", "C", "C", "N", "C", "F", "C", "C", "N", "H", "H", "H", "H", "H"], "xyz": [[-1.06151, -0.86068, -2.61540], [-0.26246, -1.41494, -2.31521], [0.22399, -1.19592, -1.15643], [1.35260, -2.01016, -0.71561], [1.83721, -1.89918, 0.53434], [1.31117, -0.96235, 1.41514], [0.22209, -0.24056, 1.14208], [-0.39729, -0.25892, -0.14786], [-1.48408, 0.32692, -0.49270], [-2.09093, 1.38156, -0.01397], [-3.44688, 1.39225, -0.10037], [-1.36262, 2.53322, 0.29522], [0.04661, 2.53145, 0.20800], [1.19052, 2.68320, 0.24100], [1.76319, -2.65701, -1.59472], [2.65514, -2.47401, 0.68312], [1.65055, -0.71375, 2.37400], [-0.13623, 0.42206, 1.88288], [-2.01109, 3.41681, 0.37648]]}

=====

# 2
{"formula": "C9H6I2O3", "method": "ωB97M-V/def2-TZVPD", "homo_lumo_gap_ev": 8.177, "de_lowest_ev": 0.088, "smiles": "O=C(I)/C(I)=C(\\O)c1ccc(O)cc1", "elements": ["O", "C", "I", "C", "I", "C", "O", "C", "C", "C", "C", "O", "C", "C", "H", "H", "H", "H", "H", "H"], "xyz": [[-5.92661, 1.29542, -0.54122], [-5.16167, 0.41828, -0.28986], [-5.83570, -1.58013, 0.19680], [-3.72024, 0.59959, -0.20588], [-3.31957, 2.74068, -0.03013], [-2.68242, -0.27631, -0.17721], [-2.95710, -1.54317, -0.72219], [-1.25004, -0.03425, 0.01923], [-0.79774, 0.53147, 1.20410], [0.51710, 0.93459, 1.44437], [1.38466, 0.55313, 0.45052], [2.77095, 0.77978, 0.52504], [0.96630, -0.04104, -0.74429], [-0.30986, -0.38454, -0.96042], [-2.65335, -2.14155, -0.05274], [-1.56902, 0.80389, 2.04838], [0.98708, 1.36672, 2.25743], [3.16139, 1.10546, -0.27636], [1.69890, -0.24543, -1.37276], [-0.72769, -0.84367, -1.90099]]}

=====

# 3
{"formula": "C9H6IP", "method": "ωB97M-V/def2-TZVPD", "homo_lumo_gap_ev": [6.270, 6.346], "smiles": "[H]/P=C1\\C=CC=C\\C1=C\\C#CI", "elements": ["H", "P", "C", "C", "C", "C", "C", "C", "C", "C", "C", "I", "H", "H", "H", "H", "H"], "xyz": [[2.13705, -1.24621, 2.28918], [0.87058, -1.59669, 1.80168], [0.72435, -0.24776, 0.72685], [1.74120, 0.75795, 0.78134], [1.58211, 2.00397, 0.27900], [0.36879, 2.33673, -0.37143], [-0.58625, 1.39460, -0.54196], [-0.44581, 0.02694, -0.09585], [-1.43576, -0.81158, -0.57575], [-1.64444, -2.18841, -0.65866], [-2.14654, -3.22780, -1.05372], [-2.68477, -5.15086, -1.32809], [2.65898, 0.50625, 1.30130], [2.35692, 2.74867, 0.38477], [0.22581, 3.33542, -0.75600], [-1.48968, 1.64890, -1.07737], [-2.23256, -0.29012, -1.10528]]}

=====

# 4
{"formula": "C9H6N2O4Rh", "method": "ωB97M-V/def2-TZVPD", "s_squared": 6.04, "homo_lumo_gap_ev": [8.803, 4.923], "total_charge": 3, "de_lowest_ev": 2.221, "multiplicity": 5, "elements": ["Rh", "O", "C", "C", "O", "C", "O", "C", "O", "N", "C", "C", "C", "C", "C", "N", "H", "H", "H", "H", "H", "H"], "xyz": [[-1.39619, 1.15256, -0.89305], [0.51784, -1.25586, -4.54808], [0.12613, -0.93767, -3.53825], [-2.56666, 1.14498, 0.47957], [-3.42480, 0.98698, 1.25592], [-0.12570, 2.50018, -1.15352], [0.81081, 3.18564, -1.55352], [-2.51605, 1.77686, -2.14959], [-3.21368, 1.94970, -3.11099], [0.52406, 1.42991, 1.57429], [0.70779, 0.10894, 1.26257], [1.50868, -0.73777, 2.09339], [1.65238, -2.11486, 1.74803], [0.99667, -2.52516, 0.62703], [0.19934, -1.67998, -0.08750], [0.02028, -0.33704, 0.19168], [0.15696, 2.01554, 0.81373], [1.09749, 1.85543, 2.29073], [1.97832, -0.24863, 3.00102], [2.25533, -2.71988, 2.37628], [1.08640, -3.55507, 0.34308], [-0.39538, -1.99481, -1.02283]]}

=====

# 5
{"formula": "C9H6N4O", "method": "ωB97M-V/def2-TZVPD", "s_squared": 2.02, "homo_lumo_gap_ev": [6.508, 6.767], "de_lowest_ev": 0.000, "multiplicity": 3, "elements": ["C", "C", "C", "C", "C", "C", "C", "C", "C", "N", "N", "N", "N", "O", "H", "H", "H", "H", "H", "H"], "xyz": [[-1.50745, 1.86739, -0.36144], [3.22528, 0.59481, 0.06150], [1.11446, 0.47805, 1.08102], [-0.77730, 0.68631, -0.49639], [-0.87308, -0.47054, 0.49847], [-0.09955, -1.60050, -0.31254], [0.08078, 0.39335, -1.51218], [-2.18306, -0.90993, 1.02889], [2.14095, 1.27015, 0.74348], [-2.23356, 2.76671, -0.40060], [4.09347, -0.04256, -0.35331], [0.13146, -0.07584, 1.46798], [0.51097, -0.89829, -1.38573], [-0.07472, -2.78868, -0.12996], [0.47487, 0.89118, -2.32000], [-2.90351, -0.67829, 0.38527], [-2.49149, -0.28335, 1.88099], [-2.06003, -2.08089, 1.28380], [2.28840, 2.26463, 0.80447], [1.14310, -1.38372, -1.96374]]}

=====

# 6
{"formula": "C9H7BiN2O5S", "method": "ωB97M-V/def2-TZVPD", "homo_lumo_gap_ev": [4.316, 5.764], "total_charge": 2, "de_lowest_ev": 3.111, "elements": ["O", "C", "Bi", "O", "C", "C", "O", "C", "O", "C", "O", "H", "C", "N", "C", "C", "N", "C", "S", "H", "H", "H", "H", "H", "H"], "xyz": [[1.13426, 0.55049, -4.93267], [1.02916, 0.47676, -3.77908], [-0.34873, 0.37988, -1.99817], [-2.15473, 1.72041, -4.53396], [-1.75335, 1.25434, -3.55057], [-1.92564, -1.09839, -0.32238], [-2.71789, -1.41692, 0.43370], [2.37401, -2.50747, -1.13793], [1.35070, -2.75315, -0.61468], [-0.78872, -2.16832, -3.19099], [-1.09346, -3.22657, -3.49746], [3.46871, -2.76826, -1.27955], [1.10106, -0.66667, 2.45824], [0.31357, 0.55839, 2.28589], [-0.69838, 1.00186, 3.12042], [-1.21424, 2.13626, 2.58683], [-0.50899, 2.35006, 1.42927], [0.45226, 1.41368, 1.23943], [1.57468, 1.25178, -0.01981], [0.77594, -1.48461, 1.79321], [2.14417, -0.42579, 2.23309], [1.01179, -0.98581, 3.50488], [-0.91340, 0.49359, 4.04333], [-1.97633, 2.81182, 2.94567], [-0.63644, 3.10265, 0.78330]]}

=====

no.,molar mass (g mol⁻¹)
1,175.2
2,416.0
3,272.0
4,309.1
5,186.2
6,464.2